Molecular formula: C5H8O2
Method: DFT, ωB97M-V with the def2-TZVPD basis set

The geometry in ORCA input format:
```
! RIJCOSX wB97M-V def2-TZVPD def2/J DEFGRID3
* xyz 0 1
O 1.130 -0.326 0.709
O 2.200 0.137 -1.244
C -0.917 -1.088 -0.454
C -0.267 1.453 -0.304
C -1.251 -0.635 0.947
C 2.193 -0.232 -0.099
C -0.152 0.028 0.183
H 3.088 -0.545 0.460
H -2.169 -0.077 1.111
H -0.954 -1.283 1.766
H -0.412 -2.042 -0.568
H -1.316 1.764 -0.322
H 0.157 1.562 -1.304
H -1.603 -0.836 -1.258
H 0.272 2.120 0.378
*
```

Summary:
SMILES = CC1(OC=O)CC1
HOMO energy = -10.2 eV
F_max = 0.0101 Eh/bohr
molar mass = 100.1 g/mol
DFT total energy = -345.76959 Ha
ΔE to the lowest compared entry with this formula, charge and spin = 92.9 kJ/mol

Mulliken population analysis, charges in e, atoms 1 to 2: -0.323 -0.467